83
Properties=species:S:1:pos:R:3:mulliken_charge:R:1 method="wB97M-V/def2-TZVPD" de_lowest_kj_mol=107.70 max_force_ev_per_a=3.23 lumo_energy_ev="-1.323 / -0.579" orbital_gap_ev="6.67 / 7.48" multiplicity=4
Cr -7.76988 -7.55612 16.42798 0.948
N -4.46110 -6.13187 19.78002 -0.599
C -5.45823 -7.18905 19.98817 -0.502
C -6.59582 -7.29395 18.94129 0.508
O -7.72273 -7.74404 19.32951 -0.529
O -6.30746 -6.95853 17.75971 -0.738
H -4.53821 -5.77823 18.83002 0.260
H -3.49194 -6.35141 20.04384 0.225
H -5.88598 -7.00798 20.97982 0.313
H -5.00955 -8.24558 20.09009 0.208
O -5.67358 -5.83979 14.79375 -0.915
S -5.02207 -7.11123 14.59052 1.119
O -3.68293 -7.35132 15.12502 -0.667
N -6.09069 -8.18978 15.21109 1.084
C -5.82630 -9.52319 15.09176 0.217
C -4.81647 -10.19126 14.36567 -0.907
C -4.80366 -11.59600 14.26956 -0.715
C -5.69149 -12.41889 14.93405 -1.039
C -6.79611 -11.81914 15.59439 0.611
C -7.90890 -12.50410 16.09233 -0.701
C -8.86173 -11.80866 16.76935 -0.953
C -8.79340 -10.42683 16.92090 -0.427
N -7.79708 -9.70375 16.40714 0.707
C -6.81846 -10.37490 15.72384 0.311
C -4.89179 -7.38673 12.84898 0.162
C -6.02596 -7.62764 12.10261 -0.243
C -5.89992 -7.83731 10.72063 -0.743
C -4.67292 -7.64273 10.08293 -0.464
C -3.55789 -7.37149 10.85303 -0.497
C -3.63031 -7.24775 12.22875 -0.408
H -3.95757 -9.58226 14.03662 0.479
H -4.02864 -12.08550 13.69055 0.382
H -5.65684 -13.51236 14.88352 0.372
H -7.94121 -13.60411 16.03827 0.378
H -9.71298 -12.32390 17.17092 0.489
H -9.54518 -9.88449 17.50528 0.507
H -7.00380 -7.72697 12.56555 0.277
H -6.78238 -8.11104 10.15339 0.420
H -4.57262 -7.85356 9.01398 0.359
H -2.62099 -7.18698 10.31532 0.348
H -2.73002 -7.10422 12.81857 0.448
N -8.17215 -5.51011 16.02089 -0.295
N -9.14895 -5.36105 14.94231 -0.113
C -9.35630 -6.62198 14.23221 0.457
O -9.80559 -6.65353 13.09181 -0.710
O -9.03837 -7.66079 14.95370 -0.284
H -8.52203 -4.89676 16.76343 0.239
H -7.20176 -5.27260 15.73155 0.546
H -8.92926 -4.62661 14.26220 0.314
C -12.51177 -2.67220 16.65333 -0.542
C -13.05101 -3.85366 16.05519 -0.760
C -12.63112 -5.09748 16.42021 -0.425
C -11.57749 -5.23813 17.40212 0.557
C -11.03217 -4.08492 17.94257 -0.014
C -11.48322 -2.81981 17.58268 -0.705
As -10.80076 -6.99260 17.76968 0.785
C -12.35446 -8.02148 17.25440 -0.435
C -12.22862 -8.77530 16.09106 -0.180
C -13.32683 -9.55373 15.72099 -0.802
C -14.53613 -9.47688 16.43828 -0.629
C -14.62916 -8.70314 17.60030 -0.903
C -13.52971 -7.93162 17.96990 0.165
C -10.98826 -7.32169 19.72182 0.458
C -11.63953 -8.45243 20.26956 -0.202
C -11.74724 -8.60537 21.66981 -0.666
C -11.13108 -7.67606 22.52510 -0.526
C -10.42926 -6.60707 21.98596 -0.792
C -10.37185 -6.41962 20.61195 -0.098
H -12.86129 -1.66695 16.44308 0.387
H -13.73360 -3.71934 15.23559 0.395
H -13.06031 -5.99945 16.00525 0.356
H -10.19848 -4.13719 18.66507 0.187
H -11.07044 -1.93618 18.09521 0.382
H -11.37812 -8.65454 15.44359 0.410
H -13.29110 -10.21288 14.87724 0.460
H -15.29249 -10.15049 16.10132 0.378
H -15.51372 -8.71817 18.19293 0.462
H -13.64707 -7.27214 18.81395 0.583
H -11.97738 -9.26717 19.62212 0.354
H -12.39155 -9.41366 22.06402 0.346
H -11.11056 -7.90889 23.57559 0.382
H -9.89291 -5.92838 22.64507 0.384
H -9.72856 -5.60699 20.21693 0.011

---

69
Properties=species:S:1:pos:R:3:nbo_charge:R:1 method="wB97M-V/def2-TZVPD" smiles="CP(O)[C@]1(S(=O)(=O)C(F)(F)C(F)(F)F)CCC(=O)O1.O=C1C=C(O)C(=O)C=C1O.O=C1C=C(O)C(=O)C=C1O.O=C1C=C(O)C(=O)C=C1O" max_force_ev_per_a=9.86 lumo_energy_ev=-1.938 orbital_gap_ev=6.66
C -1.05779 1.34899 -3.78715 -0.971
P -0.90012 -0.17494 -2.62389 1.037
O 0.64804 -0.04378 -1.76335 -0.979
C -0.89862 -1.82803 -3.65486 -0.213
S -2.42237 -2.68632 -2.97838 1.838
O -2.54505 -2.23062 -1.47183 -0.837
O -2.30857 -4.24459 -2.92125 -0.823
C -4.03589 -2.19831 -3.79492 0.417
F -4.31384 -0.75035 -3.63291 -0.302
F -5.12120 -2.93126 -3.04138 -0.294
C -4.19103 -2.66185 -5.36185 0.930
F -3.83692 -1.57790 -6.32704 -0.303
F -5.66724 -2.90767 -5.57177 -0.321
F -3.52840 -3.96168 -5.63859 -0.296
C 0.42082 -2.80619 -3.33902 -0.445
C 1.53009 -2.49217 -4.54414 -0.522
C 0.48364 -2.13137 -5.79095 0.802
O 0.68534 -2.27109 -7.11538 -0.521
O -0.74643 -1.61874 -5.10496 -0.569
H -1.30421 0.93801 -4.86834 0.254
H -1.91385 2.09647 -3.44955 0.281
H -0.02307 1.91755 -3.75184 0.254
H 0.57019 -0.50847 -0.85906 0.518
H 0.21341 -3.95860 -3.53608 0.266
H 0.94442 -2.64732 -2.28644 0.260
H 2.10161 -3.49150 -4.81461 0.264
H 2.24099 -1.62450 -4.15905 0.269
C -3.56846 6.92423 -1.05031 -0.353
C -3.32315 5.61755 -0.93569 0.295
C -2.29185 4.94745 -1.77535 0.476
O -2.07547 3.74901 -1.63415 -0.537
C -1.56660 5.76565 -2.75981 -0.362
C -1.81451 7.07161 -2.87667 0.303
C -2.82601 7.74660 -2.01797 0.468
O -3.01872 8.95205 -2.13592 -0.517
O -1.13851 7.84595 -3.80166 -0.640
O -4.01884 4.83760 -0.03025 -0.639
H -4.31368 7.42456 -0.44481 0.250
H -0.83244 5.26257 -3.37597 0.246
H -1.49412 8.75466 -3.69080 0.505
H -3.65894 3.93021 -0.13697 0.505
C 1.35561 0.69419 2.51553 -0.365
C 0.18063 0.06988 2.41364 0.288
C -0.53314 -0.43696 3.61833 0.473
O -1.62040 -0.98984 3.49498 -0.516
C 0.11041 -0.25374 4.92863 -0.338
C 1.28702 0.36752 5.02994 0.284
C 1.98715 0.89851 3.82827 0.542
O 3.05880 1.48130 3.95513 -0.546
O 1.89874 0.54072 6.25794 -0.656
O -0.41786 -0.12819 1.18291 -0.665
H 1.88427 1.06959 1.64840 0.242
H -0.41064 -0.64265 5.79407 0.248
H 2.73587 1.01759 6.06740 0.503
H -1.25776 -0.59966 1.37412 0.516
C 3.82614 -2.03358 6.16502 -0.396
C 4.86782 -2.53310 6.83294 0.370
C 5.45773 -3.85199 6.47215 0.453
O 6.42664 -4.27637 7.09194 -0.517
C 4.83878 -4.60564 5.37055 -0.350
C 3.79495 -4.10749 4.70504 0.293
C 3.22283 -2.77663 5.04798 0.480
O 2.27470 -2.33707 4.40612 -0.550
O 3.20669 -4.81166 3.67048 -0.641
O 5.43853 -1.84166 7.88570 -0.655
H 3.38883 -1.07520 6.41519 0.249
H 5.26615 -5.57073 5.13036 0.250
H 2.47447 -4.24111 3.34983 0.503
H 6.17446 -2.40950 8.20233 0.504

---

13
Properties=species:S:1:pos:R:3:nbo_charge:R:1 method="wB97M-V/def2-TZVPD" de_lowest_kj_mol=347.32 max_force_ev_per_a=3.44 lumo_energy_ev=-0.765 orbital_gap_ev=9.13
C -1.15975 -1.50172 1.23056 -1.014
C 1.33088 1.47401 -0.79702 -0.897
O 1.37171 -1.13625 -0.78786 -0.945
O -0.54934 0.13843 -1.89157 -0.928
P -0.36996 0.11820 1.26050 0.442
S 0.39612 -0.04826 -0.76910 1.836
H -0.28812 -2.23100 1.35969 0.268
H -1.69617 -1.82063 0.34325 0.259
H -1.82339 -1.63918 2.04634 0.249
H 0.59287 2.30143 -0.59239 0.254
H 2.18095 1.28725 -0.09444 0.247
H 1.79308 1.53470 -1.87028 0.266
H -1.77888 1.52301 0.56232 -0.038

---

45
Properties=species:S:1:pos:R:3:nbo_charge:R:1 method="wB97M-V/def2-TZVPD" de_lowest_kj_mol=237.51 smiles="CCCOC(=O)CSc1nnc(-c2cc(OC)c(OC)c(OC)c2)o1" max_force_ev_per_a=1.73 lumo_energy_ev=0.522 orbital_gap_ev=8.30
C -1.62566 -4.08715 -1.48031 -0.607
H -1.91143 -3.91271 -2.51469 0.208
C -2.49314 -3.26046 -0.54028 -0.413
C -2.35126 -1.77220 -0.83588 -0.084
H -2.74884 -1.52452 -1.82503 0.214
H -1.30077 -1.46314 -0.79365 0.187
O -3.06422 -1.01896 0.15272 -0.512
C -3.84071 -0.02293 -0.26755 0.794
O -3.98296 0.31063 -1.40962 -0.584
C -4.53473 0.62917 0.91704 -0.629
H -4.02398 0.38301 1.84703 0.247
H -5.57199 0.29723 0.96061 0.261
S -4.61922 2.43983 0.69768 0.336
C -2.94520 2.73173 0.39113 0.279
N -2.39324 3.82804 -0.02053 -0.298
N -1.07558 3.58002 -0.11985 -0.284
C -0.87494 2.34667 0.23591 0.455
C 0.37271 1.63299 0.28049 -0.109
C 0.43535 0.34351 0.80609 -0.297
C 1.64852 -0.31809 0.83148 0.268
C 2.81958 0.29400 0.32678 0.286
C 2.73813 1.59492 -0.20205 0.237
C 1.51539 2.25091 -0.21335 -0.266
H 1.40930 3.24634 -0.60681 0.245
O 3.88326 2.16273 -0.69321 -0.508
C 3.82124 3.47961 -1.18933 -0.251
H 3.15357 3.55426 -2.05255 0.182
H 3.50065 4.18603 -0.41817 0.182
H 4.83843 3.71698 -1.49778 0.200
O 3.91688 -0.49824 0.41655 -0.492
C 5.20822 -0.01422 0.12398 -0.239
H 5.31627 0.24519 -0.93077 0.185
H 5.87687 -0.84016 0.36645 0.189
H 5.46370 0.85267 0.73673 0.181
O 1.83677 -1.57283 1.32475 -0.480
C 0.74581 -2.22467 1.92676 -0.249
H 0.35640 -1.65752 2.77868 0.178
H 1.13440 -3.17948 2.27748 0.203
H -0.06358 -2.40563 1.21256 0.167
H -0.46095 -0.11036 1.19562 0.232
O -2.04584 1.73939 0.58758 -0.442
H -3.54076 -3.54695 -0.64947 0.206
H -2.20439 -3.44507 0.49672 0.200
H -1.74169 -5.14571 -1.26442 0.217
H -0.57636 -3.82489 -1.36554 0.206

---

112
Properties=species:S:1:pos:R:3:mulliken_charge:R:1 method="wB97M-V/def2-TZVPD" de_lowest_kj_mol=734.20 charge=-1 max_force_ev_per_a=8.47 lumo_energy_ev=2.140 orbital_gap_ev=6.09
C 3.11074 0.46453 -1.25563 -0.485
C 2.27460 0.62851 -2.68474 0.361
C 2.92516 -0.23219 -3.92754 -0.519
C 2.09305 -1.60996 -4.30201 -0.445
C 2.84344 -2.99027 -3.76373 -0.951
C 2.72631 -3.22478 -2.14526 0.545
C 1.21859 -3.56782 -1.59889 0.067
O 0.15056 -2.53274 -1.71645 -0.478
B -0.39426 -2.19922 -0.35294 1.508
O -0.03528 -3.42276 0.40087 -1.104
C 1.41382 -3.60663 0.05729 -0.137
C 1.78015 -5.06620 0.75448 0.141
C 3.35686 -5.20174 1.21550 -0.445
O 4.11735 -4.08054 0.64258 -0.145
C 4.39797 -3.02718 1.63010 0.463
O 3.69074 -2.80150 2.75953 -0.601
C 5.64342 -1.96363 1.35196 -0.402
C 6.29869 -2.08304 -0.14662 -0.692
H 3.12045 1.50084 -0.69450 0.350
H 2.56831 -0.35144 -0.57819 -0.074
H 4.20023 0.09519 -1.48207 -0.050
H 2.28547 1.79732 -2.92013 -0.243
H 1.13834 0.28180 -2.57596 0.125
H 4.06697 -0.47348 -3.79493 0.197
H 2.83268 0.46608 -4.89132 0.250
H 2.12353 -1.69017 -5.49264 0.324
H 0.95932 -1.57871 -4.01326 0.218
H 2.45992 -3.95464 -4.34798 0.312
H 4.00027 -2.89250 -4.03883 0.296
H 3.12274 -2.31659 -1.52094 -0.368
H 3.41909 -4.14854 -1.87818 0.138
H 0.71428 -4.58054 -1.90473 0.120
H -1.51306 -1.80522 -0.30198 -0.497
H 0.23000 -1.23755 -0.00316 -0.403
H 1.86833 -2.62882 0.52422 0.034
H 1.56366 -5.90472 -0.06705 0.199
H 1.04034 -5.30329 1.64148 -0.255
H 3.51541 -5.37508 2.36386 0.283
H 3.76695 -6.18765 0.68253 0.196
H 5.14107 -0.88199 1.40641 0.204
H 6.45484 -1.96758 2.21146 0.363
H 5.96674 -1.16282 -0.82888 0.108
H 6.15825 -3.11995 -0.67138 0.209
H 7.47612 -1.94788 -0.00325 0.307
C -0.76902 6.27582 -2.78429 -1.283
C 0.43329 5.40584 -3.14172 0.389
C 0.12157 3.89079 -3.14351 -0.735
O 0.02294 3.30746 -1.84225 -0.277
C -1.22959 3.50397 -1.20435 -0.898
N 1.54201 5.72634 -2.23086 -0.806
H -0.98932 6.27451 -1.71400 0.021
H -0.57968 7.31861 -3.06626 0.383
H -1.66644 5.94567 -3.31925 0.370
H 0.73674 5.67854 -4.16020 0.437
H 0.95686 3.37688 -3.63410 0.374
H -0.77125 3.66426 -3.73865 0.371
H -2.06124 3.50144 -1.91571 0.376
H -1.21588 4.43470 -0.63424 0.202
H -1.38114 2.68624 -0.49283 0.351
H 2.37328 5.21890 -2.53700 0.287
H 1.32215 5.30501 -1.32358 0.367
C -5.90242 0.45946 2.03243 -1.431
C -4.64288 -0.23805 1.52526 0.309
C -3.39696 0.67819 1.49821 -0.638
O -3.37547 1.61262 0.41670 -0.228
C -4.15489 2.77883 0.63308 -0.590
N -4.91669 -0.81378 0.20042 -0.790
H -6.34975 1.12074 1.28634 0.289
H -6.66650 -0.28193 2.29566 0.360
H -5.69047 1.05006 2.93066 0.330
H -4.42886 -1.06077 2.21886 0.412
H -2.51545 0.04182 1.35515 0.237
H -3.25375 1.19125 2.45680 0.443
H -4.14977 3.09134 1.68189 0.316
H -5.17704 2.61377 0.28747 0.228
H -3.73169 3.58784 0.02951 0.097
H -4.10793 -1.36523 -0.08951 0.291
H -4.93439 -0.03979 -0.47013 0.343
C 0.44606 -9.77410 4.97694 -1.438
C 0.74460 -8.32466 4.60258 0.347
C 0.00526 -7.84993 3.32957 -0.677
O 0.56594 -8.33377 2.10694 -0.260
C 0.17898 -9.65618 1.76660 -0.772
N 2.19942 -8.15448 4.47531 -0.758
H 0.97685 -10.49203 4.34694 0.271
H 0.75691 -9.97059 6.01015 0.377
H -0.62688 -9.98526 4.90791 0.335
H 0.39789 -7.69916 5.43462 0.394
H 0.08939 -6.75769 3.28024 0.334
H -1.06709 -8.07396 3.37976 0.399
H -0.84799 -9.87858 2.07246 0.341
H 0.87386 -10.37331 2.20745 0.253
H 0.24597 -9.76119 0.67922 0.231
H 2.40069 -7.16471 4.32671 0.287
H 2.48132 -8.59341 3.59390 0.346
C -4.08057 10.11821 1.41780 -1.364
C -3.40037 10.32740 0.06734 0.335
C -3.48635 9.09663 -0.86559 -0.776
O -2.59328 8.03410 -0.52392 -0.259
C -3.05227 7.19619 0.52565 -0.310
N -2.00603 10.73537 0.29329 -0.759
H -3.48766 9.50394 2.09985 0.282
H -4.23741 11.08220 1.91670 0.342
H -5.06124 9.64513 1.29526 0.339
H -3.92248 11.15326 -0.43177 0.408
H -3.19144 9.41710 -1.87197 0.327
H -4.51519 8.72643 -0.94971 0.420
H -4.13922 7.06988 0.50912 0.312
H -2.72730 7.59319 1.48911 0.221
H -2.58830 6.21248 0.40342 -0.075
H -1.58550 10.97315 -0.60607 0.274
H -1.48913 9.90209 0.58902 0.341

---

18
Properties=species:S:1:pos:R:3:nbo_charge:R:1 method="wB97M-V/def2-TZVPD" de_lowest_kj_mol=560.06 max_force_ev_per_a=6.42 lumo_energy_ev=0.647 orbital_gap_ev=9.98
C -0.91035 0.40903 0.34527 -0.014
C -0.68405 -1.12301 0.12096 0.023
C -1.21156 -2.00847 -0.73382 -0.419
C 0.76670 -1.24974 0.73785 -0.427
C 1.39367 0.21501 1.04545 -0.455
C 0.42165 1.09791 0.36337 0.006
C 0.45537 2.21505 -0.54971 -0.396
H -1.12519 1.44264 -1.53247 0.445
H -1.69986 0.41752 1.13391 0.241
H -0.76886 -2.86549 -1.15206 0.203
H -1.98064 -1.62560 -1.59984 0.210
H 0.66533 -1.84215 1.62903 0.215
H 1.39971 -1.65449 -0.01298 0.213
H 1.24108 0.16849 2.19107 0.236
H 2.58481 0.21642 0.82974 0.240
H -0.31734 2.54899 -1.18839 0.177
H 1.53926 2.71833 -1.01762 0.211
O -1.76974 0.91955 -0.60976 -0.709